No. 1
DFT (the ωB97M-V functional and the def2-TZVPD basis) results for a 12-piece molecular cluster, C48H60F36O24 overall in a non-equilibrium geometry.

The geometry in ORCA input format:
```
! RIJCOSX wB97M-V def2-TZVPD def2/J DEFGRID3
* xyz 1 2
C 1.82 7.92 4.60
C 2.04 7.79 3.12
O 1.37 6.61 2.66
C 2.00 5.34 2.81
O 3.06 5.19 3.35
C 1.18 4.09 2.28
F 0.00 4.50 1.80
F 1.82 3.35 1.38
F 0.98 3.23 3.27
H 2.42 7.22 5.18
H 0.74 8.01 4.73
H 2.18 8.88 4.98
H 3.11 7.72 2.94
H 1.61 8.60 2.52
C 5.27 3.56 0.87
C 5.95 2.30 1.29
O 5.13 1.69 2.25
C 4.36 0.56 1.87
O 4.50 -0.16 0.84
C 3.22 0.19 2.86
F 2.10 0.68 2.28
F 2.98 -1.14 2.95
F 3.43 0.75 4.07
H 4.28 3.35 0.47
H 5.73 4.18 0.11
H 5.15 4.13 1.79
H 6.85 2.65 1.80
H 6.18 1.72 0.39
C -4.26 4.06 -0.85
C -5.11 2.79 -0.47
O -5.38 1.95 -1.65
C -6.08 0.83 -1.44
O -6.47 0.43 -0.38
C -6.27 -0.01 -2.80
F -6.11 0.78 -3.83
F -5.42 -0.98 -2.79
F -7.50 -0.54 -2.81
H -3.22 3.74 -0.89
H -4.23 4.88 -0.14
H -4.66 4.46 -1.78
H -6.06 3.15 -0.06
H -4.45 2.25 0.21
C 2.88 7.98 0.18
C 2.74 7.96 -1.30
O 1.37 7.60 -1.57
C 0.96 6.30 -1.57
O 1.65 5.34 -1.31
C -0.57 6.15 -1.77
F -0.82 4.89 -2.17
F -1.24 6.17 -0.60
F -1.00 7.07 -2.58
H 2.22 8.68 0.71
H 3.90 8.28 0.40
H 2.76 6.99 0.63
H 3.52 7.31 -1.70
H 2.90 8.91 -1.80
C 4.79 4.23 -7.59
C 3.64 4.17 -6.58
O 4.22 4.23 -5.30
C 3.46 4.06 -4.18
O 2.19 3.95 -4.19
C 4.25 4.01 -2.81
F 3.45 3.39 -1.98
F 5.39 3.40 -2.89
F 4.47 5.30 -2.42
H 5.22 3.24 -7.73
H 5.58 4.95 -7.33
H 4.42 4.52 -8.57
H 3.03 3.28 -6.73
H 2.91 4.98 -6.69
C -5.19 -7.97 4.36
C -5.65 -7.18 2.98
O -5.18 -5.95 3.06
C -3.81 -5.73 2.95
O -3.03 -6.58 2.46
C -3.39 -4.25 3.18
F -4.37 -3.52 3.67
F -2.32 -4.22 4.03
F -3.05 -3.69 1.99
H -5.48 -7.45 5.27
H -4.12 -7.95 4.55
H -5.54 -9.00 4.41
H -6.74 -7.12 3.01
H -5.27 -7.69 2.10
C 0.61 -4.05 2.49
C 0.91 -3.39 1.13
O 1.80 -4.29 0.53
C 1.26 -5.29 -0.27
O 0.07 -5.48 -0.43
C 2.33 -6.12 -0.93
F 2.46 -5.92 -2.28
F 3.55 -5.89 -0.34
F 2.04 -7.42 -0.66
H 1.54 -3.96 3.06
H 0.30 -5.09 2.44
H -0.20 -3.55 3.00
H 1.38 -2.42 1.29
H 0.05 -3.11 0.51
C 5.46 -4.23 1.88
C 5.95 -3.74 0.49
O 4.90 -3.11 -0.20
C 5.10 -2.71 -1.43
O 6.15 -2.93 -2.08
C 3.88 -2.03 -2.07
F 2.73 -2.18 -1.35
F 4.06 -0.68 -2.30
F 3.65 -2.57 -3.25
H 4.52 -4.74 1.67
H 5.31 -3.34 2.49
H 6.21 -4.84 2.37
H 6.44 -4.54 -0.06
H 6.73 -2.98 0.58
C -2.90 0.77 -3.84
C -2.80 -0.16 -4.99
O -1.73 -1.00 -4.55
C -1.94 -2.22 -4.02
O -3.07 -2.71 -3.81
C -0.64 -2.97 -3.59
F -0.53 -2.93 -2.22
F -0.70 -4.29 -3.84
F 0.38 -2.43 -4.19
H -3.49 1.66 -4.07
H -1.94 1.17 -3.52
H -3.37 0.36 -2.95
H -2.46 0.43 -5.84
H -3.75 -0.63 -5.21
C 1.03 0.88 -1.49
C -0.19 1.81 -1.17
O -1.34 1.02 -0.83
C -1.49 0.48 0.40
O -0.73 0.70 1.34
C -2.56 -0.64 0.53
F -3.06 -0.88 -0.66
F -1.93 -1.71 1.00
F -3.45 -0.29 1.39
H 1.20 0.15 -0.70
H 1.87 1.56 -1.66
H 0.72 0.35 -2.39
H -0.52 2.24 -2.11
H 0.06 2.64 -0.51
C 0.49 -0.49 6.38
C 0.00 0.20 5.07
O -1.36 0.54 5.12
C -2.28 -0.38 4.84
O -2.02 -1.52 4.46
C -3.70 0.08 5.08
F -4.47 -0.90 5.61
F -3.69 1.08 5.99
F -4.19 0.55 3.95
H 1.53 -0.20 6.52
H 0.55 -1.58 6.28
H -0.03 -0.13 7.26
H 0.32 -0.44 4.24
H 0.53 1.13 4.88
C -3.57 -4.77 -0.84
C -3.64 -5.32 -2.30
O -3.88 -6.66 -2.35
C -5.16 -7.19 -2.30
O -6.17 -6.49 -2.31
C -5.20 -8.72 -2.34
F -5.59 -9.10 -3.57
F -4.05 -9.43 -2.23
F -6.04 -9.21 -1.49
H -4.48 -4.43 -0.36
H -3.12 -3.78 -0.89
H -3.14 -5.47 -0.12
H -2.68 -5.05 -2.75
H -4.32 -4.78 -2.97
*
```

The value obtained for the energy above the lowest of the compared OMol25 structures with the same formula, charge and spin is 16.2 kcal per mole. For the frontier orbital gap (alpha / beta), the calculation gives 0.3089 / 0.0956 Eh. As for the LUMO energy (alpha / beta): -4.13 / -9.94 eV. For the total energy, the calculation gives -197706.9220 eV. As for the expectation value of S²: 0.7665.

***

No. 2
DFT (the ωB97M-V functional and the def2-TZVPD basis) results for a 12-piece molecular cluster, C48H60N12 overall in a non-equilibrium geometry.

The geometry in ORCA input format:
```
! RIJCOSX wB97M-V def2-TZVPD def2/J DEFGRID3
* xyz 0 1
C -21.89 28.21 -3.96
C -22.41 28.06 -5.24
C -23.82 28.09 -5.15
N -24.07 28.42 -3.85
C -22.92 28.64 -3.16
H -20.83 28.20 -3.74
H -21.88 27.73 -6.12
H -24.61 28.02 -5.87
H -25.00 28.58 -3.48
H -22.93 28.84 -2.10
C -23.95 22.95 -3.21
C -25.23 23.37 -3.62
C -25.16 24.68 -3.99
N -23.88 25.13 -3.76
C -23.17 24.09 -3.21
H -23.70 21.97 -2.83
H -26.11 22.76 -3.68
H -25.89 25.32 -4.47
H -23.59 26.09 -3.83
H -22.12 24.20 -3.00
C -23.86 25.13 1.33
C -25.27 25.13 1.39
C -25.74 24.95 0.10
N -24.69 25.05 -0.75
C -23.54 25.10 -0.03
H -23.17 25.29 2.14
H -25.93 25.15 2.25
H -26.76 24.76 -0.19
H -24.75 25.08 -1.75
H -22.60 25.30 -0.52
C -34.15 22.98 -6.65
C -33.29 23.14 -5.53
C -32.13 23.65 -6.05
N -32.18 23.63 -7.40
C -33.42 23.23 -7.82
H -35.17 22.62 -6.64
H -33.50 22.85 -4.52
H -31.18 24.00 -5.66
H -31.40 23.89 -7.98
H -33.70 23.22 -8.86
C -27.45 29.78 -4.48
C -27.28 29.26 -5.80
C -26.91 30.32 -6.61
N -26.75 31.43 -5.81
C -27.16 31.11 -4.55
H -27.78 29.20 -3.64
H -27.47 28.23 -6.06
H -26.60 30.23 -7.64
H -26.39 32.32 -6.11
H -27.10 31.84 -3.75
C -26.07 28.91 -1.07
C -24.96 28.46 -0.32
C -24.47 29.51 0.41
N -25.11 30.64 -0.02
C -26.08 30.27 -0.90
H -26.74 28.37 -1.72
H -24.47 27.50 -0.40
H -23.60 29.64 1.04
H -24.94 31.59 0.24
H -26.74 31.00 -1.35
C -34.48 27.99 -5.10
C -35.59 27.15 -4.87
C -35.38 25.92 -5.46
N -34.21 26.04 -6.15
C -33.64 27.26 -5.94
H -34.27 28.99 -4.76
H -36.46 27.47 -4.32
H -36.02 25.06 -5.55
H -33.71 25.27 -6.56
H -32.63 27.51 -6.23
C -31.81 30.11 -0.99
C -32.64 31.24 -1.10
C -32.49 31.73 -2.38
N -31.64 30.90 -3.03
C -31.22 29.87 -2.22
H -31.65 29.50 -0.12
H -33.07 31.81 -0.29
H -32.93 32.63 -2.77
H -31.42 31.01 -4.00
H -30.54 29.12 -2.56
C -29.33 25.21 2.98
C -29.55 23.91 3.51
C -29.52 23.03 2.44
N -29.41 23.75 1.29
C -29.19 25.06 1.64
H -29.26 26.13 3.54
H -29.60 23.64 4.55
H -29.64 21.96 2.39
H -29.25 23.41 0.37
H -28.97 25.77 0.86
C -32.90 26.58 -0.43
C -32.91 25.24 -0.87
C -33.31 25.26 -2.19
N -33.57 26.54 -2.56
C -33.35 27.36 -1.47
H -32.58 26.98 0.52
H -32.60 24.42 -0.25
H -33.38 24.44 -2.89
H -33.96 26.83 -3.46
H -33.52 28.42 -1.54
C -28.69 26.02 -3.94
C -27.95 26.54 -2.86
C -28.91 27.01 -1.94
N -30.13 26.76 -2.50
C -30.02 26.21 -3.74
H -28.13 25.56 -4.74
H -26.88 26.61 -2.82
H -28.86 27.45 -0.96
H -31.00 27.00 -2.04
H -30.84 26.05 -4.41
C -28.26 22.57 -6.86
C -29.47 21.91 -7.11
C -29.69 21.90 -8.46
N -28.60 22.44 -9.06
C -27.74 22.92 -8.09
H -27.85 22.84 -5.90
H -30.18 21.63 -6.35
H -30.56 21.59 -9.03
H -28.49 22.56 -10.05
H -26.94 23.57 -8.40
*
```

The SMILES is c1cc[nH]c1.c1cc[nH]c1.c1cc[nH]c1.c1cc[nH]c1.c1cc[nH]c1.c1cc[nH]c1.c1cc[nH]c1.c1cc[nH]c1.c1cc[nH]c1.c1cc[nH]c1.c1cc[nH]c1.c1cc[nH]c1. The value obtained for the energy above the lowest of the compared OMol25 structures with the same formula, charge and spin is 10.3 kcal per mole. For the frontier orbital gap, the calculation gives 0.2916 Eh. As for the LUMO energy: 0.33 eV. For the total energy, the calculation gives -68626.9831 eV.

***

No. 3
DFT (the ωB97M-V functional and the def2-TZVPD basis) results for a 6-piece molecular cluster, C48H60N7O14 overall in a non-equilibrium geometry.

The geometry in ORCA input format:
```
! RIJCOSX wB97M-V def2-TZVPD def2/J DEFGRID3
* xyz -1 1
C -5.01 2.33 1.61
O -5.88 1.27 1.34
C -5.38 0.05 1.90
C -6.55 -0.79 2.37
C -6.27 -2.30 2.41
C -5.54 -2.81 1.16
C -4.03 -2.87 1.43
C -3.20 -2.80 0.16
C -1.74 -3.28 0.35
C -0.72 -2.13 0.35
C 0.09 -2.02 -0.94
C 1.16 -0.91 -0.80
C 2.46 -1.19 -1.58
C 2.64 -0.21 -2.75
C 4.04 0.36 -2.86
C 4.54 1.08 -1.56
O 3.80 1.18 -0.55
O 5.73 1.54 -1.67
N 4.22 1.30 -3.98
N 3.05 2.08 -4.23
C 4.74 0.70 -5.17
C 5.25 1.86 -6.03
C 6.74 1.63 -6.62
O 5.34 1.63 -7.35
H -5.33 3.17 1.00
H -3.98 2.13 1.35
H -5.06 2.64 2.66
H -4.70 0.31 2.71
H -4.78 -0.42 1.12
H -7.42 -0.52 1.80
H -6.76 -0.49 3.39
H -5.76 -2.62 3.31
H -7.24 -2.78 2.44
H -5.88 -3.79 0.83
H -5.73 -2.08 0.38
H -3.72 -2.14 2.16
H -3.85 -3.85 1.88
H -3.63 -3.36 -0.67
H -3.17 -1.76 -0.15
H -1.50 -4.00 -0.43
H -1.65 -3.79 1.30
H -0.03 -2.18 1.19
H -1.25 -1.19 0.45
H 0.52 -2.97 -1.24
H -0.62 -1.74 -1.72
H 1.35 -0.81 0.26
H 0.74 0.04 -1.10
H 3.25 -1.09 -0.85
H 2.45 -2.23 -1.88
H 2.40 -0.78 -3.65
H 1.88 0.55 -2.66
H 4.72 -0.48 -3.00
H 3.30 3.05 -4.08
H 2.70 1.96 -5.17
H 3.99 0.20 -5.79
H 5.62 0.11 -4.99
H 5.02 2.86 -5.72
H 6.98 2.67 -6.22
H 7.20 1.88 -7.58
C 6.63 -0.05 2.55
C 6.81 -1.28 3.15
C 5.72 -1.97 3.65
C 4.46 -1.41 3.53
C 4.27 -0.18 2.93
C 5.37 0.51 2.44
N 3.31 -2.16 4.04
O 3.53 -3.24 4.57
O 2.21 -1.67 3.91
H 7.49 0.49 2.15
H 7.80 -1.71 3.23
H 5.86 -2.93 4.12
H 3.28 0.25 2.84
H 5.23 1.47 1.96
C 2.57 4.66 -8.16
C 3.90 4.26 -8.24
C 4.89 5.19 -8.49
C 4.53 6.52 -8.66
C 3.21 6.93 -8.59
C 2.23 5.99 -8.34
N 5.58 7.52 -8.90
O 6.73 7.13 -8.98
O 5.24 8.68 -9.01
H 1.80 3.92 -7.96
H 4.16 3.21 -8.10
H 5.92 4.88 -8.56
H 2.95 7.97 -8.72
H 1.19 6.30 -8.27
C 0.23 4.89 3.31
C 0.27 3.72 4.06
C -0.90 3.21 4.60
C -2.09 3.87 4.37
C -2.14 5.03 3.63
C -0.97 5.54 3.10
N -3.33 3.31 4.91
O -3.25 2.29 5.57
O -4.38 3.88 4.67
H 1.15 5.29 2.89
H 1.21 3.21 4.23
H -0.87 2.30 5.18
H -3.08 5.54 3.46
H -1.00 6.45 2.51
C -8.99 -6.81 -2.81
C -8.87 -5.65 -2.07
C -7.64 -5.04 -1.92
C -6.54 -5.61 -2.52
C -6.63 -6.77 -3.27
C -7.87 -7.37 -3.41
N -5.23 -4.95 -2.39
O -5.18 -3.94 -1.71
O -4.28 -5.45 -2.95
H -9.96 -7.28 -2.93
H -9.75 -5.21 -1.60
H -7.55 -4.14 -1.33
H -5.76 -7.20 -3.73
H -7.96 -8.28 -3.99
C 0.70 -2.53 7.01
C -0.33 -1.96 7.74
C -0.07 -0.97 8.67
C 1.24 -0.55 8.84
C 2.28 -1.11 8.13
C 2.01 -2.10 7.20
N 1.52 0.52 9.81
O 0.59 0.98 10.44
O 2.67 0.89 9.92
H 0.49 -3.30 6.28
H -1.35 -2.29 7.59
H -0.87 -0.53 9.24
H 3.30 -0.77 8.28
H 2.81 -2.54 6.63
*
```

For the frontier orbital gap, the calculation gives 0.1929 Eh. As for the LUMO energy: 0.58 eV. For the total energy, the calculation gives -89826.0857 eV.